Here is a gas-phase ion, C5H8NO (charge +1) in a non-equilibrium geometry from OMol25. Energies are from ωB97M-V with the def2-TZVPD basis set.

* HOMO-LUMO gap: 9.7 eV
* HOMO: -15.3453 eV
* charge: +1
* SMILES string: CC[C@@]12C[C@@H]1[N+]2=O

Element x y z (Å)
1 C 1.062247 1.115513 0.940317
2 C 1.843569 -0.034278 0.289324
3 C 0.281890 0.673828 -0.238904
4 C -1.625711 -1.142804 -0.141015
5 C -1.087218 0.254430 -0.383601
6 N 1.554658 0.210133 -0.951309
7 O 1.923231 -0.001636 -2.046468
8 H 0.579235 1.016991 2.008814
9 H 1.601198 2.060191 1.087531
10 H 2.365931 -0.856902 0.658831
11 H -1.509710 -1.593805 0.903436
12 H -1.239150 -1.960269 -0.750848
13 H -2.659317 -1.147038 -0.351113
14 H -1.689804 0.789433 0.393114
15 H -1.401051 0.616217 -1.418109

Cartesian forces (eV/Å) of the 3 atoms listed first:
-0.6 0.1 2.8
-0.5 1.2 2.1
2.9 -0.9 0.4

---

Here is a gas-phase ion, C5H8NO2 (charge -1) in a non-equilibrium geometry from OMol25. Energies are from ωB97M-V with the def2-TZVPD basis set.

* HOMO-LUMO gap (spin up / spin down): 6.4 / 6.4 eV
* HOMO (spin up / spin down): -2.0822 / -2.0814 eV
* charge: -1

Element x y z (Å)
1 C -0.998196 2.016175 0.558539
2 C -1.028535 0.636758 2.142837
3 C -0.174107 -0.297314 -1.337479
4 C -1.329266 0.544507 0.640764
5 C 0.625913 -1.536399 -1.806598
6 N -0.565317 -0.393040 -0.057065
7 O -0.287097 -1.420607 0.646735
8 O -0.987563 2.093490 2.026907
9 H -0.067656 2.201564 0.085810
10 H -1.743088 2.667308 0.209429
11 H -1.862558 0.333438 2.690206
12 H -0.164013 0.149910 2.489097
13 H -0.574276 0.284448 -2.120567
14 H 0.055116 -2.535260 -1.722083
15 H 1.618760 -1.637774 -1.396065
16 H 0.877059 -1.334779 -2.857629

Cartesian forces (eV/Å) of the 3 atoms listed first:
-0.7 -1.6 1.6
-1.3 1.0 -2.6
1.9 -3.0 0.8

---

Here is a gas-phase ion, C5H8NO2 (charge +1) in a non-equilibrium geometry from OMol25. Energies are from ωB97M-V with the def2-TZVPD basis set.

* HOMO-LUMO gap: 9.5 eV
* HOMO: -13.3189 eV
* charge: +1
* SMILES string: [NH3+][C@@H](O)/C=C\C=C=O

Element x y z (Å)
1 C -0.956728 1.486065 -0.646589
2 C 0.277716 1.040428 -0.459396
3 C -2.217078 0.839730 -0.435768
4 C 0.749142 -0.390268 -0.258629
5 C -2.464828 -0.371577 -0.061237
6 N 0.312850 -0.970279 1.036866
7 O 0.674625 -1.320660 -1.248102
8 O -2.510725 -1.478109 0.279133
9 H -1.047920 2.456957 -1.142433
10 H 1.090475 1.661331 -0.682316
11 H -3.056973 1.348174 -0.710210
12 H 1.805436 -0.149908 -0.126600
13 H 0.786426 -1.901426 1.000763
14 H -0.680190 -1.040319 0.996279
15 H 0.683236 -0.223412 1.694930
16 H -0.304491 -1.403368 -1.345123

Cartesian forces (eV/Å) of the 3 atoms listed first:
0.3 0.6 -0.6
-1.0 -1.5 -0.4
0.7 -0.2 0.0

---

Here is 2 unconnected molecules or ions with the total composition C5H8NO2P in a non-equilibrium geometry from OMol25. Energies are from ωB97M-V with the def2-TZVPD basis set.

* HOMO-LUMO gap (spin up / spin down): 7.4 / 7.3 eV
* HOMO (spin up / spin down): -7.5229 / -7.4577 eV
* charge: 0

Element x y z (Å)
1 C -1.308886 -0.532635 0.561000
2 C 2.123193 -0.104177 1.397952
3 C -0.123164 -1.544410 -1.080123
4 C 0.136936 -0.055723 -1.144390
5 C -0.990393 1.746995 0.028191
6 N -0.654920 0.426067 -0.129508
7 O -2.049430 -0.305733 1.470417
8 O -0.996561 -1.742111 -0.028585
9 P 2.669280 -0.268026 -0.144336
10 H 2.719403 -0.096160 2.304173
11 H 1.139023 -0.009830 1.518142
12 H -0.542509 -1.903316 -2.039810
13 H 0.766082 -2.179363 -0.881980
14 H 0.322820 0.449953 -2.094445
15 H -0.114340 2.281752 -0.408649
16 H -1.859348 1.977380 -0.467593
17 H -1.237180 1.859336 1.139543

Cartesian forces (eV/Å) of the 3 atoms listed first:
-0.1 -1.0 -0.5
3.6 -0.4 -0.8
1.4 -0.8 -1.8

---

Here is a gas-phase ion, C5H8NO2S (charge +1) in a non-equilibrium geometry from OMol25. Energies are from ωB97M-V with the def2-TZVPD basis set.

* HOMO-LUMO gap: 9.1 eV
* HOMO: -12.9493 eV
* charge: +1
* SMILES string: OC1=CC=C[NH2+][C@@]1(O)S

Element x y z (Å)
1 C -1.620253 0.195012 0.825146
2 C -0.994711 -1.072685 0.793260
3 C -1.200476 1.171833 0.013456
4 C 0.249413 -1.220102 0.315921
5 C 0.973192 0.101414 -0.311318
6 N -0.066606 1.010287 -0.872291
7 O 0.904251 -2.395143 0.280799
8 O 1.916422 -0.132797 -1.234570
9 S 1.685250 1.053113 1.154492
10 H -2.402640 0.291402 1.511571
11 H -1.457524 -1.901158 1.462117
12 H -1.755676 2.136918 -0.052382
13 H -0.438023 0.822525 -1.718565
14 H 0.290508 1.972318 -0.935592
15 H 0.279302 -3.070227 0.700728
16 H 2.281840 -1.003668 -1.263369
17 H 3.071849 1.024806 0.956769

Cartesian forces (eV/Å) of the 3 atoms listed first:
1.3 0.6 -1.7
0.3 -2.4 2.0
-2.7 1.2 1.7

---

Here is a gas-phase ion, C5H8NO4 (charge -1) in a non-equilibrium geometry from OMol25. Energies are from ωB97M-V with the def2-TZVPD basis set.

* HOMO-LUMO gap: 7.5 eV
* HOMO: -3.6400 eV
* charge: -1
* SMILES string: CCCC(=O)O/C([O-])=N/O

Element x y z (Å)
1 C -0.055017 0.428302 -1.558363
2 C -0.948710 0.436175 1.064748
3 C 0.050428 -0.528214 1.631864
4 C 1.165648 -0.920105 0.619611
5 C 0.563549 -1.708182 -0.542105
6 N -1.024988 1.024644 -2.264761
7 O -0.145372 -0.988765 -1.436172
8 O 0.982649 1.007180 -1.240505
9 O -0.874755 2.484978 -2.303446
10 O 0.604547 -2.909734 -0.519341
11 H -1.649058 0.101733 0.261477
12 H -0.283670 1.204257 0.636909
13 H -1.588620 0.710528 1.798826
14 H -0.544187 -1.410219 2.022720
15 H 0.413914 0.071482 2.425008
16 H 1.726992 -1.566485 1.229461
17 H 1.607491 -0.159421 0.067200
18 H -0.000841 2.721844 -1.893131

Cartesian forces (eV/Å) of the 3 atoms listed first:
-0.7 2.3 -3.0
1.0 -0.5 -3.3
-1.5 -0.9 -1.4

---

Here is C5H8NO7 in the gas phase in a non-equilibrium geometry from OMol25. Energies are from ωB97M-V with the def2-TZVPD basis set.

* HOMO-LUMO gap (spin up / spin down): 8.0 / 9.8 eV
* HOMO (spin up / spin down): -8.2076 / -10.0760 eV
* charge: 0
* multiplicity: 2

Element x y z (Å)
1 H 1.551691 -0.404151 0.990059
2 C 1.371282 -1.623724 -0.143145
3 O 2.358581 -2.194522 -0.436869
4 C 0.113408 -1.218114 -0.863162
5 C -0.121395 0.284253 -0.612031
6 C -0.660812 1.092589 -1.801903
7 C -0.896065 0.610751 0.661623
8 O -0.404659 -0.212122 1.700346
9 N -0.601832 0.539187 3.008237
10 O 0.108273 0.157463 3.909376
11 O -1.468756 1.383846 2.965423
12 O 1.202603 0.811831 -0.469691
13 O 1.880801 0.460119 0.769405
14 O 0.382174 -1.526498 -2.218893
15 H 1.069700 -2.234558 -2.228656
16 H -0.709009 -1.794850 -0.418194
17 H -1.746144 0.994672 -1.909683
18 H -0.452765 2.151903 -1.646286
19 H -0.217578 0.712866 -2.707705
20 H -0.802236 1.669734 0.870552
21 H -1.957260 0.339325 0.581198

Cartesian forces (eV/Å) of the 3 atoms listed first:
-0.5 -1.4 0.6
0.2 -1.1 1.6
-0.7 0.0 -0.7

---

Here is 2 unconnected molecules or ions with the total composition C5H8NP in a non-equilibrium geometry from OMol25. Energies are from ωB97M-V with the def2-TZVPD basis set.

* HOMO-LUMO gap (spin up / spin down): 7.3 / 8.2 eV
* HOMO (spin up / spin down): -8.5588 / -8.9078 eV
* charge: 0

Element x y z (Å)
1 C -3.165998 -0.162310 -0.072291
2 C -1.850421 -0.543987 -0.038024
3 C -1.350026 -1.831595 0.302664
4 C 2.412544 1.528543 -0.003856
5 C 1.190456 0.623590 -0.491175
6 N -4.208234 0.382203 -0.150146
7 P -0.391020 1.497660 -0.337122
8 H -1.812312 -2.333678 1.167970
9 H -1.096354 -2.738530 -0.418211
10 H -0.323728 -1.645425 0.728037
11 H 3.336581 0.964305 -0.149777
12 H 2.565907 2.530549 -0.373422
13 H 2.272894 1.705002 1.028338
14 H 1.043680 -0.300186 0.236976
15 H 1.376028 0.323860 -1.429958

Cartesian forces (eV/Å) of the 3 atoms listed first:
-1.2 1.5 -0.3
0.7 2.8 -1.1
3.3 -3.0 1.0

---

| no. | total energy (eV) |
| --- | --- |
| 1 | -8839.414 |
| 2 | -10895.473 |
| 3 | -10890.350 |
| 4 | -20185.102 |
| 5 | -21725.928 |
| 6 | -14993.961 |
| 7 | -21127.293 |
| 8 | -16088.052 |